# 1
The following is a quantum chemistry calculation of a single C12H20NPS molecule at a distorted geometry, from OMol25.

The geometry in ORCA input format:
```
! RIJCOSX wB97M-V def2-TZVPD def2/J DEFGRID3
* xyz 0 1
C -3.701 -2.489 0.284
C -2.578 -1.601 -0.227
P -1.598 -0.845 1.159
S -2.685 0.162 2.411
C -0.636 -2.241 1.930
C -1.372 -2.864 3.105
C -0.333 0.119 0.284
C -0.276 1.494 0.478
C 0.667 2.263 -0.165
C 1.602 1.682 -1.038
N 2.535 2.439 -1.687
C 3.529 1.815 -2.526
C 2.599 3.863 -1.470
C 1.536 0.289 -1.221
C 0.589 -0.472 -0.574
H -4.254 -1.969 1.065
H -4.390 -2.737 -0.522
H -3.308 -3.417 0.695
H -2.991 -0.747 -0.775
H -1.906 -2.143 -0.896
H 0.304 -1.796 2.273
H -0.404 -2.986 1.165
H -1.693 -2.084 3.794
H -0.722 -3.555 3.638
H -2.257 -3.405 2.776
H -0.987 1.953 1.151
H 0.675 3.324 0.019
H 3.063 1.295 -3.368
H 4.195 2.575 -2.926
H 4.133 1.097 -1.962
H 2.825 4.099 -0.425
H 1.654 4.341 -1.740
H 3.382 4.290 -2.092
H 2.231 -0.209 -1.877
H 0.570 -1.541 -0.737
*
```

Output
LUMO level: 0.7 eV
SMILES string: CCP(=S)(CC)c1ccc(N(C)C)cc1
E_HOMO: -7.8 eV
energy: -34383.7240 eV



# 2
The following is a quantum chemistry calculation of a single C22H20ClN3S molecule at a distorted geometry, from OMol25.

The geometry in ORCA input format:
```
! RIJCOSX wB97M-V def2-TZVPD def2/J DEFGRID3
* xyz 0 1
Cl 5.693 -3.506 -0.083
C 3.943 -3.253 -0.271
C 3.356 -3.494 -1.528
C 2.001 -3.162 -1.747
C 1.201 -2.619 -0.748
C -0.190 -2.231 -1.148
N -0.558 -0.899 -0.640
C -1.750 -0.652 0.168
C -1.346 -0.804 1.620
C -0.792 0.261 2.335
C -0.331 0.011 3.636
C -0.424 -1.267 4.169
N -0.945 -2.304 3.497
C -1.422 -2.056 2.275
C 0.280 0.255 -1.074
C -0.507 1.117 -2.049
S -0.965 0.506 -3.636
C -1.865 1.976 -3.969
C -1.816 2.864 -2.919
C -1.002 2.380 -1.826
N -0.858 3.099 -0.637
C 0.338 3.398 0.004
C 0.104 4.210 1.046
C -1.345 4.430 1.056
C -1.894 3.749 0.017
C 1.759 -2.421 0.515
C 3.120 -2.719 0.756
H 3.961 -3.814 -2.368
H 1.664 -3.370 -2.769
H -0.300 -2.201 -2.231
H -0.919 -3.003 -0.870
H -2.570 -1.365 -0.036
H -2.139 0.372 0.016
H -0.682 1.269 1.988
H 0.098 0.795 4.227
H -0.041 -1.486 5.168
H -1.947 -2.909 1.793
H 0.502 0.855 -0.196
H 1.208 -0.039 -1.579
H -2.361 2.132 -4.908
H -2.252 3.848 -2.948
H 1.312 3.057 -0.351
H 0.823 4.590 1.771
H -1.857 5.134 1.732
H -2.957 3.723 -0.311
H 1.182 -1.956 1.304
H 3.488 -2.502 1.750
*
```

Output
LUMO level: 0.6 eV
SMILES string: Clc1ccc(CN(Cc2cccnc2)Cc2sccc2-n2cccc2)cc1
E_HOMO: -8.1 eV
energy: -50965.3287 eV
energy relative to the best compared isomer or geometry (same formula, charge and spin): 0.0 kcal/mol



# 3
The following is a quantum chemistry calculation of C10H13AlCl4NO as an isolated structure, from OMol25.

The geometry in ORCA input format:
```
! RIJCOSX wB97M-V def2-TZVPD def2/J DEFGRID3
* xyz -1 1
O 0.778 1.263 2.445
C 0.595 0.270 1.782
C 1.695 -0.600 1.248
C 2.384 -0.045 -0.013
Al 3.481 -1.450 -0.995
N -0.784 -0.110 1.494
C -1.031 -0.680 0.214
C -1.353 -2.025 0.042
C -1.613 -2.528 -1.227
C -1.544 -1.698 -2.338
C -1.229 -0.353 -2.166
C -0.983 0.157 -0.899
H 1.314 -1.611 1.073
H 2.439 -0.665 2.046
H 3.034 0.787 0.276
H 1.650 0.359 -0.715
H 4.495 -0.687 -2.021
H 4.282 -2.344 0.116
H 2.476 -2.422 -1.848
H -1.065 -0.767 2.214
H -1.372 -2.672 0.913
H -1.842 -3.580 -1.343
H -1.721 -2.098 -3.327
H -1.164 0.307 -3.022
H -0.746 1.205 -0.747
C -2.422 4.386 1.365
Cl -3.822 4.360 2.457
Cl -2.963 3.957 -0.266
Cl -1.757 6.031 1.334
Cl -1.212 3.249 1.911
*
```

Output
LUMO level: 2.2 eV
E_HOMO: -4.9 eV
energy: -70805.5639 eV



> What is the energy in the third record?

-70805.5639 eV